(1)
{
  "formula": "C28H82N14O10",
  "method": "ωB97M-V with the def2-TZVPD basis set",
  "elements": ["C", "O", "N", "N", "H", "H", "H", "H", "C", "O", "N", "N", "H", "H", "H", "H", "C", "O", "N", "N", "H", "H", "H", "H", "C", "O", "N", "N", "H", "H", "H", "H", "C", "C", "C", "O", "C", "N", "H", "H", "H", "H", "H", "H", "H", "H", "H", "H", "H", "C", "C", "C", "O", "C", "N", "H", "H", "H", "H", "H", "H", "H", "H", "H", "H", "H", "C", "C", "C", "O", "C", "N", "H", "H", "H", "H", "H", "H", "H", "H", "H", "H", "H", "C", "C", "C", "O", "C", "N", "H", "H", "H", "H", "H", "H", "H", "H", "H", "H", "H", "C", "C", "C", "O", "C", "N", "H", "H", "H", "H", "H", "H", "H", "H", "H", "H", "H", "C", "C", "C", "O", "C", "N", "H", "H", "H", "H", "H", "H", "H", "H", "H", "H", "H"],
  "coordinates": [[3.869046, 4.027452, 1.052164], [3.980727, 3.174557, 1.936841], [4.517071, 3.969512, -0.143617], [2.836020, 4.913616, 1.043578], [4.101353, 4.504438, -0.878286], [5.194355, 3.282492, -0.415035], [2.764240, 5.518967, 0.251110], [2.137145, 4.973761, 1.759185], [-3.165771, 3.178846, 1.233342], [-4.127487, 3.867772, 0.872183], [-2.806550, 2.037725, 0.586632], [-2.464806, 3.433881, 2.360922], [-3.517056, 1.722818, -0.060649], [-1.938660, 1.670598, 0.946548], [-1.593857, 2.992673, 2.589404], [-2.740921, 4.175791, 2.978236], [2.419463, 0.950789, 4.625460], [1.882173, 0.693670, 5.702057], [2.530223, 2.235906, 4.165797], [3.065681, 0.054453, 3.841559], [3.027429, 2.510627, 3.324263], [2.075337, 2.904226, 4.761921], [2.955398, -0.924128, 4.041155], [3.173848, 0.330780, 2.869106], [6.094879, 1.561724, -3.617735], [5.174682, 1.617960, -4.415755], [6.017750, 2.130073, -2.332870], [7.306514, 1.032255, -3.892751], [6.741696, 1.702008, -1.783585], [5.035113, 2.323254, -2.212752], [7.465704, 0.704055, -4.829273], [8.107123, 1.234335, -3.323034], [-5.249893, 0.188513, -3.027678], [-5.346794, 0.638214, -1.575286], [-6.676075, 0.242944, -0.858559], [-6.732932, -1.183948, -0.693780], [-7.817645, -1.472958, 0.180593], [-4.308327, 0.010589, -0.725732], [-4.268349, 0.354223, -3.456815], [-6.042131, 0.635289, -3.634338], [-5.440816, -0.881968, -3.158632], [-5.250964, 1.724487, -1.499375], [-7.463072, 0.517915, -1.565370], [-6.717106, 0.731629, 0.113938], [-7.652361, -1.062559, 1.178099], [-8.052332, -2.535496, 0.226627], [-8.740785, -1.044227, -0.225209], [-3.604538, -0.302778, -1.382647], [-4.631882, -0.747023, -0.144266], [7.105483, -2.145751, -3.213798], [6.474431, -2.133616, -1.860780], [5.002984, -2.648576, -2.031067], [4.246544, -1.633895, -2.698799], [2.852138, -1.935509, -2.575408], [7.176714, -3.065430, -0.983962], [8.176256, -1.916847, -3.221808], [6.601149, -1.483904, -3.917239], [7.138515, -3.146933, -3.656629], [6.463613, -1.174425, -1.337773], [4.627334, -3.013440, -1.069045], [5.001388, -3.540464, -2.669302], [2.666352, -2.988183, -2.367571], [2.494513, -1.695037, -3.579915], [2.250622, -1.398364, -1.838896], [6.543828, -3.387193, -0.257153], [7.350086, -3.907140, -1.529280], [-2.004049, 0.318987, -4.882457], [-1.102933, 0.673562, -3.729862], [0.024655, 1.653963, -4.086715], [1.042017, 1.496471, -3.074655], [2.353144, 2.020001, -3.398100], [-1.908812, 1.236647, -2.637791], [-2.655774, -0.545034, -4.762315], [-1.458152, 0.207153, -5.821708], [-2.708460, 1.136610, -5.068146], [-0.574180, -0.163839, -3.266131], [-0.308896, 2.696017, -4.106313], [0.527289, 1.453571, -5.038668], [2.748740, 2.085304, -2.387615], [2.256671, 2.948236, -3.961804], [2.941523, 1.336654, -4.011983], [-1.326891, 1.451994, -1.830799], [-2.179972, 2.177211, -2.922994], [0.434227, -6.537910, -0.543119], [-0.104763, -5.396948, -1.433705], [-1.013416, -4.419924, -0.710589], [-1.658152, -3.776944, -1.797137], [-2.830589, -3.049710, -1.494906], [1.092624, -4.696420, -1.957718], [1.378811, -6.922304, -0.935339], [-0.239966, -7.393237, -0.487937], [0.711320, -6.213878, 0.462293], [-0.522143, -5.851036, -2.334261], [-0.409429, -3.783402, -0.053936], [-1.789497, -4.854647, -0.070751], [-3.152365, -2.414436, -2.321188], [-2.720385, -2.379603, -0.638071], [-3.713906, -3.669955, -1.310885], [0.702857, -3.897715, -2.450031], [1.627155, -5.280496, -2.584293], [-3.443032, 0.625156, 4.660802], [-3.195438, 1.388793, 5.945463], [-4.508463, 1.436139, 6.750881], [-5.288021, 2.551839, 6.279853], [-6.545432, 2.697068, 6.914656], [-2.221222, 0.583838, 6.774581], [-2.526644, 0.357528, 4.126286], [-4.040626, 1.239688, 3.984069], [-3.925508, -0.341224, 4.807819], [-2.799447, 2.400868, 5.838676], [-4.339535, 1.427059, 7.829013], [-5.079312, 0.562965, 6.428415], [-6.522258, 3.350300, 7.791200], [-6.938373, 1.729304, 7.237613], [-7.187443, 3.144970, 6.157439], [-1.344572, 0.849247, 6.323905], [-2.185115, 1.153869, 7.621090], [-0.868212, -0.937962, 1.176920], [0.344293, -0.185942, 1.607398], [1.453852, -0.199573, 0.563272], [2.589625, 0.482435, 1.079766], [3.690345, 0.326629, 0.195093], [-0.035459, 1.260933, 1.790943], [-1.141901, -0.754692, 0.133960], [-1.663705, -0.788338, 1.900977], [-0.529221, -1.976183, 1.065659], [0.740695, -0.538543, 2.562819], [1.156955, 0.343622, -0.342123], [1.709529, -1.243456, 0.352273], [4.420159, 1.061296, 0.542345], [3.412765, 0.632276, -0.815504], [4.188797, -0.644313, 0.218999], [0.061338, 1.566705, 2.757708], [0.808475, 1.687729, 1.408097]],
  "atomic_forces_ev_per_a": [[-1.7, -2.4, 0.3], [0.9, 0.9, -0.4], [0.3, 0.7, -0.2], [0.4, 0.7, -0.3], [0.3, 0.1, -0.4], [0.0, 0.0, 0.6], [-0.3, 0.3, 0.1], [0.2, -0.2, 0.2], [-1.6, -0.2, -0.9], [0.5, -0.2, 0.4], [0.1, 2.1, 0.7], [0.8, 0.8, 1.3], [0.8, -1.0, 0.0], [-0.1, -1.1, -0.6], [-0.1, -0.3, -0.2], [-0.2, 0.2, -0.4], [0.3, 0.6, 1.0], [-0.1, -0.1, -0.6], [-0.7, -0.1, 0.2], [0.3, -0.3, -0.6], [0.0, 0.1, 0.2], [0.2, 0.2, -0.1], [-0.1, 0.1, 0.1], [0.0, -0.4, 0.3], [-0.3, 1.2, -0.1], [0.3, -0.2, 0.3], [0.4, -0.5, -2.7], [0.5, -0.3, -0.3], [-0.9, 0.2, 1.4], [0.2, -0.3, 1.3], [0.0, 0.0, 0.0], [0.1, 0.0, 0.0], [-0.8, -0.6, -0.1], [-0.5, -1.5, 1.6], [0.8, -0.3, -1.8], [-0.3, 0.3, 0.6], [-0.5, 0.1, -0.6], [0.6, 0.7, -1.1], [0.0, 0.4, 0.1], [0.2, 0.4, -0.1], [0.1, -0.1, 0.5], [-0.1, 0.1, -0.1], [-0.5, 0.3, 0.5], [-0.2, 0.2, 0.0], [0.1, -0.1, 0.1], [0.7, -0.1, 0.0], [0.0, 0.3, 0.1], [0.4, -0.2, 0.5], [-0.3, -0.1, -0.4], [1.1, 0.2, -1.0], [-1.5, -1.4, 0.4], [1.2, 0.9, -0.6], [-0.4, -0.7, 1.9], [-0.1, 0.0, -1.5], [0.2, -0.6, -0.1], [-0.1, 0.5, 0.3], [0.0, -0.1, 0.1], [-0.6, -0.2, 0.2], [-0.1, 0.2, -0.4], [-0.4, 0.7, 0.2], [0.2, -0.1, -0.1], [0.3, -0.1, -0.1], [-0.6, -0.1, 0.2], [0.6, 0.5, 0.1], [0.1, 0.2, 0.2], [0.2, 0.0, 0.1], [-0.3, 0.4, -0.9], [0.5, 0.6, 0.9], [1.4, -0.5, 0.0], [-0.3, 0.2, -0.3], [-1.6, -0.8, 0.1], [-0.1, 0.4, 0.2], [0.3, -0.2, 0.4], [0.1, -0.2, 0.1], [0.1, 0.2, 0.1], [-0.2, -0.4, -0.5], [-0.2, 0.1, 0.0], [-0.4, -0.2, -0.3], [0.7, 0.6, -0.2], [0.2, 0.4, 0.4], [-0.1, -0.1, 0.2], [0.1, -0.4, 0.1], [-0.4, -0.1, -0.1], [0.1, 0.0, 0.0], [2.0, -1.7, 0.3], [-0.5, -0.6, -0.9], [-0.3, 1.1, -0.1], [-0.5, 0.4, 0.3], [-0.7, 1.2, 0.9], [-0.1, 0.0, -0.3], [-0.2, 0.2, 0.2], [-0.3, 0.2, 0.1], [-1.1, 0.0, 0.5], [0.0, 0.3, -0.3], [0.2, -0.5, -0.1], [0.6, -0.1, -0.3], [0.2, -0.1, 0.1], [0.2, -0.5, 0.2], [0.5, 0.0, -0.4], [-0.2, 0.0, -0.2], [0.3, 0.5, -0.9], [-0.3, -1.5, 1.3], [-0.5, 0.5, -1.5], [0.6, -0.1, 0.7], [0.2, -0.1, -0.4], [-0.3, 1.6, -0.5], [0.2, 0.4, 0.1], [-0.1, -0.2, -0.1], [-0.2, 0.2, 0.4], [-0.3, 0.1, -0.5], [-0.1, 0.3, 0.1], [0.0, -0.4, 0.6], [0.2, 0.1, 0.0], [-0.1, -0.1, -0.1], [-0.3, -0.1, 0.2], [0.3, -0.7, 0.2], [0.3, -0.5, 0.3], [0.8, -1.4, -0.7], [0.0, 1.8, 0.3], [-0.2, -0.3, 0.6], [0.2, -0.6, -0.5], [0.5, 1.4, 0.4], [1.2, 0.1, -0.2], [-0.4, 0.8, 0.2], [-0.3, -0.3, -0.3], [-0.5, -0.3, 0.7], [0.0, -0.4, -0.2], [-0.3, -0.3, -0.2], [0.0, 0.0, -0.3], [0.1, -0.1, 0.0], [-0.1, -0.4, -0.2], [-0.5, -0.3, -0.1], [-0.2, -0.5, 0.2], [-0.4, 0.8, -0.1]],
  "charge": 0,
  "smiles": "COC[C@H](C)N.COC[C@H](C)N.COC[C@H](C)N.COC[C@H](C)N.COC[C@H](C)N.COC[C@H](C)N.NC(N)=O.NC(N)=O.NC(N)=O.NC(N)=O",
  "relative_energy_kcal_mol": 62.5,
  "homo_lumo_gap_ev": 8.69
}

(2)
{
  "formula": "C5H13NS2",
  "method": "ωB97M-V with the def2-TZVPD basis set",
  "elements": ["S", "S", "C", "C", "C", "N", "C", "C", "H", "H", "H", "H", "H", "H", "H", "H", "H", "H", "H", "H", "H"],
  "coordinates": [[0.549379, -1.301308, -3.822055], [1.454157, -1.531695, -2.242239], [0.321722, -1.224764, -0.800227], [-0.055815, 0.266607, -0.588067], [-1.268452, 0.699466, -1.460441], [-0.183423, 0.712899, 0.718331], [0.650249, 0.132659, 1.819881], [0.387565, 0.890003, 3.076535], [-0.278074, -2.228173, -4.244989], [1.001996, -1.588258, -0.006563], [-0.607422, -1.789271, -0.850773], [0.643158, 1.035826, -1.035298], [-2.244385, 0.327214, -1.007671], [-1.258890, 0.290229, -2.508696], [-1.246642, 1.813304, -1.728328], [-1.164122, 0.788215, 0.914405], [1.684723, 0.265101, 1.356315], [0.439734, -0.913705, 1.937402], [0.801415, 0.252295, 3.917767], [0.980220, 1.866722, 3.286264], [-0.607093, 1.236635, 3.268449]],
  "atomic_forces_ev_per_a": [[-1.9, 3.2, -5.4], [1.8, -1.7, 5.1], [0.8, 1.1, -0.2], [1.2, 1.4, -3.6], [-1.1, 0.0, -0.9], [-0.9, 0.2, 2.6], [0.0, 1.8, -3.1], [3.0, 1.1, 2.6], [-0.4, -1.7, 0.5], [-0.7, 0.1, -0.2], [0.2, -0.5, 0.0], [0.7, -1.7, 0.0], [0.9, 0.8, -0.4], [0.3, -0.2, 1.2], [-0.3, -1.4, 1.2], [-0.3, -0.1, 0.9], [-0.9, -0.4, 1.3], [0.0, -0.7, 0.3], [-1.0, 0.6, -0.6], [-0.6, -1.5, -1.2], [-0.9, -0.6, -0.1]],
  "charge": 0,
  "smiles": "CCN[C@H](C)CSS",
  "relative_energy_kcal_mol": 52.4,
  "homo_lumo_gap_ev": 9.08
}

What did the second record say?
{
  "formula": "C5H13NS2",
  "method": "ωB97M-V with the def2-TZVPD basis set",
  "elements": ["S", "S", "C", "C", "C", "N", "C", "C", "H", "H", "H", "H", "H", "H", "H", "H", "H", "H", "H", "H", "H"],
  "coordinates": [[0.549379, -1.301308, -3.822055], [1.454157, -1.531695, -2.242239], [0.321722, -1.224764, -0.800227], [-0.055815, 0.266607, -0.588067], [-1.268452, 0.699466, -1.460441], [-0.183423, 0.712899, 0.718331], [0.650249, 0.132659, 1.819881], [0.387565, 0.890003, 3.076535], [-0.278074, -2.228173, -4.244989], [1.001996, -1.588258, -0.006563], [-0.607422, -1.789271, -0.850773], [0.643158, 1.035826, -1.035298], [-2.244385, 0.327214, -1.007671], [-1.258890, 0.290229, -2.508696], [-1.246642, 1.813304, -1.728328], [-1.164122, 0.788215, 0.914405], [1.684723, 0.265101, 1.356315], [0.439734, -0.913705, 1.937402], [0.801415, 0.252295, 3.917767], [0.980220, 1.866722, 3.286264], [-0.607093, 1.236635, 3.268449]],
  "atomic_forces_ev_per_a": [[-1.9, 3.2, -5.4], [1.8, -1.7, 5.1], [0.8, 1.1, -0.2], [1.2, 1.4, -3.6], [-1.1, 0.0, -0.9], [-0.9, 0.2, 2.6], [0.0, 1.8, -3.1], [3.0, 1.1, 2.6], [-0.4, -1.7, 0.5], [-0.7, 0.1, -0.2], [0.2, -0.5, 0.0], [0.7, -1.7, 0.0], [0.9, 0.8, -0.4], [0.3, -0.2, 1.2], [-0.3, -1.4, 1.2], [-0.3, -0.1, 0.9], [-0.9, -0.4, 1.3], [0.0, -0.7, 0.3], [-1.0, 0.6, -0.6], [-0.6, -1.5, -1.2], [-0.9, -0.6, -0.1]],
  "charge": 0,
  "smiles": "CCN[C@H](C)CSS",
  "relative_energy_kcal_mol": 52.4,
  "homo_lumo_gap_ev": 9.08
}